The following is a quantum chemistry calculation of a molecular structure, C2H2F2OS in a non-equilibrium geometry, from OMol25.

XYZ file:
```
8
C2H2F2OS the ωB97M-V functional and the def2-TZVPD basis
C -0.309 0.256 -0.610
C 0.927 0.408 0.231
O -2.692 -1.553 0.040
F 1.102 1.653 0.705
F 2.058 0.220 -0.582
S -1.401 -1.440 0.615
H -0.654 0.899 -1.400
H 0.968 -0.443 1.000
```

- electronic energy (a.u.) = -750.392878
- LUMO energy (alpha / beta) (eV) = -1.502 / -0.880
- Kohn-Sham gap (alpha / beta) (eV) = 8.4 / 8.9
- energy relative to the best compared isomer or geometry (same formula, charge and spin) (kcal/mol) = 102.2